Record 1
Computed, not measured: a cluster of 9 separate species, C43H60N8O15 in total at a distorted geometry, with wB97M-V/def2-TZVPD.

Last column: Löwdin charge in e.
Atoms and positions in Å:
1 C -4.656 -1.349 -3.312  0.0104
2 C -3.652 -0.792 -2.187  -0.3854
3 C -4.261 -0.022 -1.053  -0.1263
4 C -4.932 -0.882 0.099  -0.1710
5 C -3.923 -1.904 0.524  -0.1262
6 C -3.212 -2.837 -0.587  -0.4604
7 N -2.903 -1.952 -1.669  0.0704
8 O -1.972 -2.510 -2.383  0.1752
9 C -4.291 -3.902 -1.030  0.0238
10 C -2.117 -3.499 0.138  -0.0508
11 C -2.674 0.173 -3.004  0.0330
12 H -4.186 -2.112 -4.033  0.1226
13 H -5.102 -0.555 -3.928  0.0940
14 H -5.576 -1.758 -2.917  0.0658
15 H -4.987 0.908 -1.358  0.1904
16 H -3.430 0.341 -0.506  0.0690
17 H -5.865 -1.228 -0.301  0.0839
18 H -5.336 -0.258 1.012  0.1371
19 H -4.151 -2.610 1.349  0.1432
20 H -3.168 -1.278 1.016  0.0870
21 H -5.264 -3.385 -0.948  0.0785
22 H -4.154 -4.746 -0.214  0.1417
23 H -4.260 -4.442 -1.975  0.0846
24 H -2.246 -4.160 1.014  0.1003
25 H -1.414 -2.781 0.628  0.0908
26 H -1.582 -4.218 -0.561  0.1195
27 H -2.508 -0.216 -3.883  0.0216
28 H -1.653 0.190 -2.548  0.1009
29 H -3.125 1.103 -3.037  0.0704
30 C 0.143 -0.401 -0.210  -0.8512
31 O 0.179 -0.954 -1.285  -0.0198
32 O 1.283 0.295 0.180  0.0123
33 O -0.885 -0.252 0.464  -0.0252
34 H 2.108 0.391 -0.349  0.0463
35 C 1.027 2.365 -2.773  -0.0601
36 C 0.223 3.081 -3.958  -0.0076
37 C -0.010 4.652 -3.866  0.0466
38 C 0.592 5.375 -2.626  -0.1123
39 C 1.315 4.553 -1.515  0.0852
40 C 1.494 3.062 -1.652  -0.0866
41 N 0.477 6.801 -2.574  -0.3393
42 O 0.652 7.289 -1.449  0.0354
43 O -0.005 7.531 -3.520  0.0197
44 H 1.291 1.144 -2.906  0.1550
45 H 0.111 2.344 -4.797  0.0760
46 H -0.585 5.254 -4.621  0.0934
47 H 1.584 5.089 -0.703  0.0493
48 H 1.884 2.562 -0.738  0.0630
49 C 1.676 -2.220 3.734  -0.0780
50 C 1.899 -3.478 4.526  -0.0461
51 C 0.742 -4.302 4.832  -0.0018
52 C -0.612 -3.923 4.303  -0.0718
53 C -0.756 -2.574 3.511  0.0900
54 C 0.435 -1.798 3.338  -0.0762
55 N -1.625 -4.925 4.107  -0.3147
56 O -1.350 -6.114 4.361  0.0402
57 O -2.896 -4.578 3.903  -0.0348
58 H 2.571 -1.571 3.505  0.1173
59 H 2.951 -3.380 5.091  0.1412
60 H 0.854 -5.234 5.378  0.0922
61 H -1.583 -2.271 3.158  -0.0017
62 H 0.301 -0.911 2.747  0.0928
63 C 5.279 4.929 1.883  -0.0512
64 C 4.056 4.074 1.886  -0.0838
65 C 3.818 3.000 0.972  -0.0009
66 C 4.994 2.463 0.065  0.0310
67 C 6.255 3.482 -0.026  0.0649
68 C 6.280 4.671 0.803  -0.0687
69 N 4.933 1.232 -0.859  -0.2440
70 O 3.918 0.458 -0.804  -0.0255
71 O 6.033 0.978 -1.515  0.0511
72 H 5.489 5.668 2.740  0.1174
73 H 3.213 4.641 2.588  0.1536
74 H 3.026 2.346 0.950  0.0345
75 H 6.977 3.380 -0.641  0.0081
76 H 7.020 5.464 0.806  0.0842
77 C 2.282 -4.644 0.756  -0.0704
78 C 2.191 -3.088 0.425  0.0242
79 C 3.399 -2.252 0.835  0.0090
80 C 4.726 -2.813 1.108  -0.1020
81 C 4.800 -4.433 1.493  0.1492
82 C 3.425 -5.219 1.345  -0.0986
83 N 5.905 -2.084 1.171  -0.3426
84 O 7.022 -2.826 1.255  -0.0233
85 O 5.867 -0.893 1.160  0.1049
86 H 1.419 -5.495 0.738  0.1328
87 H 1.349 -2.503 0.070  0.0476
88 H 3.210 -1.257 0.494  0.0480
89 H 5.750 -4.697 1.867  0.0498
90 H 3.409 -6.256 1.647  0.0714
91 C 3.467 -1.444 -3.666  -0.3287
92 O 4.526 -1.117 -4.060  0.0679
93 N 2.648 -2.513 -4.155  -0.1635
94 C 1.490 -2.861 -3.391  -0.1127
95 C 3.244 -3.399 -5.210  -0.0109
96 H 2.952 -0.940 -2.861  0.1028
97 H 1.619 -2.715 -2.336  0.0319
98 H 0.990 -3.950 -3.635  0.1394
99 H 0.593 -2.252 -3.596  0.0562
100 H 4.042 -3.025 -5.669  0.0338
101 H 2.373 -3.603 -5.900  0.1121
102 H 3.591 -4.227 -4.819  0.0288
103 C -0.429 3.371 1.230  -0.2771
104 O 0.600 3.682 1.971  -0.0964
105 N -1.142 4.313 0.644  -0.2145
106 C -2.095 3.822 -0.436  -0.0078
107 C -1.170 5.653 0.911  -0.1152
108 H -0.517 2.249 0.795  0.1629
109 H -2.851 4.659 -0.568  0.1132
110 H -2.561 2.913 -0.369  0.0295
111 H -1.596 3.808 -1.376  0.0498
112 H -1.020 6.091 -0.173  0.1096
113 H -0.328 5.985 1.731  0.1466
114 H -1.991 6.179 1.517  0.1025
115 C -3.053 0.760 2.785  -0.3173
116 O -2.451 0.096 3.619  0.0173
117 N -4.193 1.429 3.151  -0.1559
118 C -4.712 2.428 2.231  -0.0419
119 C -4.723 1.362 4.534  -0.0067
120 H -2.770 0.951 1.630  0.1487
121 H -4.152 3.032 1.687  0.0205
122 H -5.414 2.963 2.678  0.0391
123 H -5.294 1.894 1.374  0.1071
124 H -5.446 0.760 4.414  0.0028
125 H -4.951 2.356 4.908  0.0970
126 H -4.198 0.681 5.314  0.1361

Values from the calculation:
charge: 0
LUMO energy: -3.673 eV
gap between HOMO and LUMO: 4.9 eV
highest occupied orbital energy: -0.3139 hartree
relative energy (zero: lowest compared OMol25 entry of this formula, charge and spin): 91.83 kJ/mol
E: -3239.8817 Ha
multiplicity: 1

Record 2
Computed, not measured: a cluster of 12 separate species, C43H60NO33PS in total at a distorted geometry, with wB97M-V/def2-TZVPD.

Last column: Löwdin charge in e.
Atoms and positions in Å:
1 H -2.649 -1.005 3.511  -0.0042
2 N -2.237 -1.835 3.058  0.0907
3 C -2.907 -1.977 1.971  -0.2996
4 C -2.516 -3.180 1.057  -0.3523
5 P -1.800 -2.620 -0.635  0.5399
6 S -1.243 -2.031 -2.686  0.4045
7 C -0.251 -3.685 -0.461  -0.3189
8 C 0.968 -2.950 0.201  -0.1780
9 C 1.406 -1.565 -0.070  -0.0469
10 C 2.592 -0.958 0.585  -0.0938
11 C 3.391 -1.722 1.536  -0.0915
12 C 2.955 -3.079 1.841  -0.0375
13 C 1.777 -3.688 1.202  -0.1776
14 C 1.453 -5.153 1.659  -0.0559
15 H -3.739 -1.296 1.656  0.1171
16 H -1.854 -3.880 1.623  0.0605
17 H -3.475 -3.750 0.856  0.0753
18 H -2.988 -3.160 -1.244  0.0110
19 H -1.872 -1.242 -0.237  0.0113
20 H 0.032 -1.535 -2.700  -0.1975
21 H 0.043 -3.997 -1.502  0.0635
22 H -0.468 -4.643 0.084  0.0654
23 H 0.851 -0.913 -0.778  0.0763
24 H 2.894 0.087 0.324  0.0939
25 H 4.301 -1.289 2.015  0.0980
26 H 3.554 -3.683 2.567  0.0762
27 H 1.842 -5.314 2.703  0.0820
28 H 0.342 -5.290 1.733  0.0664
29 H 1.948 -5.876 0.964  0.0849
30 O -4.401 -0.180 -1.306  0.1182
31 C -4.113 0.507 -2.241  -0.5788
32 O -3.526 1.727 -2.145  0.0626
33 C -3.140 2.118 -3.466  -0.1316
34 C -4.071 1.320 -4.332  -0.1183
35 O -4.333 0.166 -3.537  0.0485
36 H -3.257 3.179 -3.602  0.0878
37 H -2.092 1.853 -3.621  0.1419
38 H -5.015 1.839 -4.524  0.1333
39 H -3.621 1.042 -5.284  0.1366
40 O -2.289 4.243 -4.809  0.1382
41 C -2.371 5.393 -4.503  -0.5339
42 O -2.812 6.377 -5.327  0.0670
43 C -2.978 7.550 -4.535  -0.1261
44 C -2.050 7.308 -3.379  -0.1224
45 O -2.033 5.885 -3.282  0.0725
46 H -2.714 8.442 -5.102  0.1386
47 H -4.023 7.623 -4.226  0.1370
48 H -1.034 7.662 -3.574  0.1359
49 H -2.408 7.757 -2.454  0.1327
50 O -3.661 -0.002 4.988  0.1345
51 C -3.004 0.997 4.990  -0.5471
52 O -2.334 1.472 3.912  0.0665
53 C -1.869 2.783 4.243  -0.1151
54 C -1.814 2.746 5.742  -0.1161
55 O -2.834 1.798 6.073  0.0433
56 H -0.896 2.976 3.794  0.1339
57 H -2.580 3.512 3.866  0.1122
58 H -0.859 2.381 6.118  0.1160
59 H -2.022 3.712 6.190  0.1233
60 O 4.563 -4.883 3.939  0.1388
61 C 4.910 -5.898 3.419  -0.5560
62 O 6.117 -6.080 2.823  0.0642
63 C 6.241 -7.470 2.529  -0.1217
64 C 4.809 -7.923 2.460  -0.1223
65 O 4.148 -7.019 3.343  0.0579
66 H 6.774 -7.624 1.593  0.1358
67 H 6.795 -7.954 3.337  0.1358
68 H 4.383 -7.815 1.459  0.1323
69 H 4.680 -8.953 2.789  0.1359
70 O 5.028 -5.375 -3.948  0.1420
71 C 5.092 -4.550 -3.086  -0.5570
72 O 4.600 -3.292 -3.191  0.0594
73 C 4.661 -2.706 -1.893  -0.1149
74 C 5.750 -3.489 -1.220  -0.1139
75 O 5.670 -4.756 -1.874  0.0594
76 H 4.891 -1.643 -1.962  0.1401
77 H 3.692 -2.828 -1.402  0.1183
78 H 6.742 -3.062 -1.391  0.1357
79 H 5.589 -3.592 -0.148  0.1290
80 O 0.973 -0.719 -4.633  0.1121
81 C 1.286 -1.752 -5.147  -0.5757
82 O 2.475 -1.967 -5.749  0.0681
83 C 2.566 -3.361 -6.039  -0.1208
84 C 1.131 -3.789 -6.092  -0.1170
85 O 0.501 -2.864 -5.201  0.0110
86 H 3.095 -3.521 -6.977  0.1368
87 H 3.109 -3.857 -5.232  0.1107
88 H 0.689 -3.680 -7.086  0.1331
89 H 0.991 -4.816 -5.756  0.1355
90 O 0.404 3.798 7.751  0.1715
91 C 1.251 3.920 6.924  -0.5427
92 O 1.071 3.699 5.589  0.0349
93 C 2.237 4.170 4.921  -0.1219
94 C 3.286 4.112 5.996  -0.1261
95 O 2.529 4.300 7.188  0.0702
96 H 2.478 3.537 4.067  0.1358
97 H 2.054 5.188 4.567  0.1363
98 H 3.784 3.140 6.044  0.1355
99 H 4.040 4.891 5.888  0.1343
100 O -2.159 5.401 4.737  0.1418
101 C -2.854 6.026 3.996  -0.5392
102 O -2.439 6.545 2.811  0.0698
103 C -3.598 7.012 2.124  -0.1256
104 C -4.574 7.250 3.243  -0.1222
105 O -4.160 6.308 4.228  0.0784
106 H -3.378 7.917 1.560  0.1329
107 H -3.935 6.236 1.432  0.1365
108 H -4.495 8.257 3.661  0.1364
109 H -5.606 7.072 2.943  0.1370
110 O 9.539 -9.897 -2.128  0.1597
111 C 8.876 -9.263 -2.886  -0.5610
112 O 9.345 -8.700 -4.033  0.0611
113 C 8.217 -8.230 -4.768  -0.1262
114 C 7.179 -8.038 -3.698  -0.1310
115 O 7.552 -9.004 -2.717  0.0591
116 H 8.452 -7.305 -5.292  0.1343
117 H 7.930 -8.990 -5.499  0.1334
118 H 7.220 -7.044 -3.248  0.1225
119 H 6.168 -8.221 -4.059  0.1341
120 O -6.086 3.182 11.282  0.1560
121 C -5.806 2.538 10.321  -0.5618
122 O -4.950 2.942 9.346  0.0644
123 C -4.705 1.818 8.502  -0.1275
124 C -5.920 0.962 8.725  -0.1237
125 O -6.305 1.299 10.056  0.0582
126 H -4.597 2.126 7.466  0.1164
127 H -3.783 1.328 8.824  0.1397
128 H -6.739 1.212 8.046  0.1337
129 H -5.703 -0.101 8.640  0.1357
130 O -5.789 8.771 -6.621  0.1521
131 C -5.525 8.111 -7.578  -0.5606
132 O -4.671 8.495 -8.564  0.0608
133 C -4.446 7.360 -9.396  -0.1269
134 C -5.670 6.522 -9.154  -0.1264
135 O -6.040 6.879 -7.825  0.0638
136 H -4.342 7.657 -10.439  0.1343
137 H -3.528 6.863 -9.075  0.1345
138 H -6.492 6.774 -9.829  0.1349
139 H -5.467 5.454 -9.228  0.1356

Values from the calculation:
charge: 0
LUMO energy: -0.049 eV
SMILES: [H]/N=C/C[PH2](S)Cc1ccccc1C.O=C1OCCO1.O=C1OCCO1.O=C1OCCO1.O=C1OCCO1.O=C1OCCO1.O=C1OCCO1.O=C1OCCO1.O=C1OCCO1.O=C1OCCO1.O=C1OCCO1.O=C1OCCO1
gap between HOMO and LUMO: 7.7 eV
highest occupied orbital energy: -0.2865 hartree
E: -4951.7124 Ha
multiplicity: 1

Record 3
Computed, not measured: a structure of composition C43H61BiFN9O2P2Si, with wB97M-V/def2-TZVPD.

Last column: Löwdin charge in e.
Atoms and positions in Å:
1 Bi -0.710 -0.219 0.087  1.7898
2 C 3.107 0.631 1.571  -0.2395
3 P 1.953 -0.787 1.692  0.9514
4 C 2.975 -2.048 0.810  -0.3914
5 N 3.684 -2.880 1.531  0.1343
6 C 4.526 -3.731 0.895  -0.1927
7 C 5.296 -4.651 1.647  -0.0012
8 C 6.174 -5.471 1.002  -0.0462
9 C 6.325 -5.413 -0.407  -0.0471
10 C 5.590 -4.541 -1.153  -0.0013
11 C 4.667 -3.684 -0.508  -0.1952
12 N 3.912 -2.830 -1.240  0.1387
13 C 3.064 -2.050 -0.615  -0.4144
14 P 1.994 -0.990 -1.680  0.9337
15 C 3.251 -0.206 -2.747  -0.2470
16 C 1.128 -2.225 -2.788  -0.7228
17 C 0.002 -1.470 -3.502  -0.1115
18 C 2.039 -2.855 -3.845  -0.0838
19 C 0.536 -3.326 -1.902  -0.0991
20 C 1.958 -1.234 3.495  -0.7137
21 C 3.348 -1.230 4.139  -0.0828
22 C 1.296 -2.604 3.674  -0.0880
23 C 1.107 -0.158 4.185  -0.0921
24 H 4.088 0.358 1.957  0.0579
25 H 2.721 1.480 2.135  0.0325
26 H 3.212 0.934 0.529  0.0283
27 H 5.171 -4.673 2.721  0.1194
28 H 6.772 -6.173 1.567  0.1156
29 H 7.034 -6.073 -0.888  0.1155
30 H 5.686 -4.482 -2.230  0.1197
31 H 3.992 -0.945 -3.051  0.0462
32 H 3.748 0.598 -2.204  0.0453
33 H 2.783 0.218 -3.636  0.0431
34 H 0.391 -0.653 -4.113  0.0753
35 H -0.750 -1.070 -2.817  0.0280
36 H -0.523 -2.157 -4.170  0.0973
37 H 2.388 -2.115 -4.566  0.0817
38 H 1.468 -3.604 -4.400  0.0944
39 H 2.903 -3.341 -3.400  0.0647
40 H -0.088 -2.930 -1.094  0.0337
41 H 1.314 -3.946 -1.455  0.0813
42 H -0.106 -3.969 -2.509  0.0942
43 H 4.022 -1.941 3.670  0.0629
44 H 3.233 -1.508 5.191  0.0956
45 H 3.800 -0.238 4.122  0.0771
46 H 1.914 -3.401 3.268  0.0689
47 H 0.310 -2.645 3.207  0.0577
48 H 1.162 -2.790 4.742  0.0942
49 H 1.598 0.817 4.164  0.0665
50 H 0.980 -0.432 5.235  0.1024
51 H 0.119 -0.050 3.744  0.0487
52 C 0.806 2.849 0.373  -0.1666
53 Si -0.606 2.839 1.619  0.4069
54 C -1.791 4.178 1.082  -0.1529
55 C 0.010 3.190 3.346  -0.1451
56 N -1.295 1.207 1.569  -0.2810
57 C -2.215 0.769 2.542  -0.3362
58 C -3.071 1.636 3.229  -0.0265
59 C -3.931 1.179 4.218  -0.0603
60 C -3.983 -0.163 4.558  -0.0683
61 C -3.159 -1.060 3.891  -0.0132
62 C -2.323 -0.567 2.923  -0.2566
63 F -1.501 -1.473 2.265  -0.0868
64 H 1.700 3.276 0.832  0.0493
65 H 0.542 3.486 -0.476  0.0227
66 H 1.115 1.878 -0.033  -0.0298
67 H -1.209 5.093 0.930  0.0278
68 H -2.571 4.410 1.808  0.0360
69 H -2.268 3.932 0.132  0.0117
70 H -0.088 4.252 3.582  0.0465
71 H 1.066 2.930 3.448  0.0193
72 H -0.543 2.634 4.105  0.0363
73 H -3.060 2.689 2.985  0.0919
74 H -4.568 1.889 4.728  0.1155
75 H -4.647 -0.511 5.337  0.1128
76 H -3.141 -2.115 4.130  0.1256
77 C 0.452 2.242 -2.887  -0.0027
78 C -0.968 2.209 -2.462  -0.3172
79 N -1.469 1.497 -1.458  -0.0416
80 C -2.819 1.794 -1.382  -0.1364
81 C -3.126 2.687 -2.348  -0.0303
82 N -1.949 2.948 -3.020  0.0129
83 C -1.822 3.904 -4.128  -0.0449
84 N -0.709 4.770 -3.945  -0.0787
85 N 0.373 4.663 -4.769  0.0570
86 N 1.290 5.439 -4.356  0.0940
87 C 0.848 6.086 -3.214  -0.2243
88 C 1.488 7.022 -2.396  0.0054
89 C 0.783 7.481 -1.308  -0.0631
90 C -0.526 7.030 -1.033  -0.0764
91 C -1.169 6.112 -1.832  -0.0202
92 C -0.445 5.656 -2.937  -0.1803
93 H 0.981 1.442 -2.382  0.0177
94 H 0.923 3.189 -2.616  0.0811
95 H 0.552 2.123 -3.966  0.0952
96 H -3.454 1.359 -0.629  0.1052
97 H -4.052 3.171 -2.609  0.1334
98 H -2.755 4.465 -4.156  0.1459
99 H -1.681 3.386 -5.075  0.1487
100 H 2.487 7.368 -2.622  0.1228
101 H 1.231 8.213 -0.649  0.1113
102 H -1.043 7.432 -0.170  0.1118
103 H -2.179 5.783 -1.617  0.1076
104 O -2.761 -2.388 -1.638  0.0411
105 C -3.321 -1.855 -0.681  -0.5982
106 O -2.916 -0.853 -0.004  -0.2124
107 C -4.635 -2.467 -0.185  -0.1364
108 N -5.078 -3.434 -1.257  0.0945
109 C -5.407 -4.745 -0.599  -0.0883
110 C -4.413 -4.782 0.547  -0.1318
111 C -4.431 -3.341 1.069  -0.0950
112 H -5.396 -1.704 -0.042  0.1670
113 H -4.228 -3.507 -1.850  0.1548
114 H -5.832 -3.072 -1.836  0.1888
115 H -5.326 -5.546 -1.329  0.1389
116 H -6.433 -4.682 -0.240  0.1409
117 H -3.423 -5.055 0.179  0.1280
118 H -4.704 -5.507 1.303  0.1304
119 H -3.513 -3.067 1.585  0.1084
120 H -5.257 -3.189 1.764  0.1306

Values from the calculation:
charge: +2
LUMO energy: -5.044 eV
gap between HOMO and LUMO: 7.6 eV
highest occupied orbital energy: -0.4632 hartree
relative energy (zero: lowest compared OMol25 entry of this formula, charge and spin): 20.59 kJ/mol
E: -3604.7510 Ha
multiplicity: 1